Record 1
Formula: C27H21AlCl2N3OS4Te
Source: the Open Molecules 2025 dataset
Level of theory: the ωB97M-V functional and the def2-TZVPD basis

```
60
C27H21AlCl2N3OS4Te | the Open Molecules 2025 dataset | the ωB97M-V functional and the def2-TZVPD basis
Al 14.18 10.40 9.70
C 19.21 8.18 9.02
C 18.88 9.44 8.55
C 17.79 10.12 9.07
C 17.05 9.54 10.07
C 17.41 8.31 10.61
C 18.47 7.62 10.06
N 15.84 10.17 10.56
N 15.84 10.22 11.90
C 14.57 10.29 12.38
C 14.37 10.54 13.75
C 13.11 10.37 14.25
C 12.08 9.95 13.39
C 12.31 9.86 12.06
N 13.55 10.06 11.52
H 20.02 7.62 8.58
H 19.48 9.89 7.77
H 17.55 11.11 8.70
H 16.85 7.89 11.43
H 18.72 6.64 10.44
H 15.21 10.80 14.36
H 12.92 10.51 15.31
H 11.09 9.74 13.77
H 11.51 9.61 11.37
O 12.07 15.12 5.38
C 12.43 14.27 6.11
S 14.05 13.50 6.05
C 13.82 12.35 7.32
C 12.51 12.38 7.98
S 12.10 11.33 9.22
S 11.41 13.57 7.40
S 15.06 11.30 7.75
Te 12.65 13.56 11.64
C 12.40 15.22 12.93
C 12.02 15.00 14.25
C 11.77 16.08 15.10
C 11.90 17.38 14.63
C 12.28 17.61 13.31
C 12.53 16.53 12.46
C 10.54 13.32 11.63
C 9.90 12.45 12.51
C 8.51 12.36 12.54
C 7.75 13.16 11.68
C 8.38 14.04 10.82
C 9.77 14.12 10.79
H 11.92 13.99 14.62
H 11.47 15.89 16.12
H 11.71 18.22 15.29
H 12.36 18.61 12.93
H 12.79 16.72 11.42
H 10.48 11.85 13.20
H 8.01 11.68 13.22
H 6.68 13.10 11.71
H 7.78 14.66 10.17
H 10.25 14.82 10.12
Cl 15.65 7.70 7.14
C 14.53 6.93 8.20
Cl 13.79 8.13 9.34
H 15.01 6.22 8.87
H 13.68 6.51 7.65
```

Properties
LUMO (alpha / beta) = -5.414 / -4.006 eV
orbital gap (alpha / beta) = 4.860 / 6.474 eV
net charge = +1

Record 2
Formula: C20H17AuF10N3O
Source: the Open Molecules 2025 dataset
Level of theory: the ωB97M-V functional and the def2-TZVPD basis

```
52
C20H17AuF10N3O | the Open Molecules 2025 dataset | the ωB97M-V functional and the def2-TZVPD basis
Au -0.06 0.81 -0.09
C 0.21 -1.69 2.64
N -0.01 -0.31 2.32
C 1.10 0.54 2.70
C 2.35 0.28 1.85
N 2.03 0.04 0.46
C 2.96 -0.49 -0.34
C 2.58 -1.08 -1.58
F 1.28 -1.10 -1.92
C 3.47 -1.64 -2.47
F 3.01 -2.18 -3.61
C 4.83 -1.68 -2.20
F 5.70 -2.24 -3.07
C 5.26 -1.11 -1.02
F 6.57 -1.08 -0.74
C 4.36 -0.54 -0.14
F 4.92 0.10 0.93
C -1.34 0.16 2.64
C -2.42 -0.44 1.74
N -2.18 -0.17 0.33
C -2.99 -0.74 -0.56
C -2.78 -0.54 -1.96
F -1.75 0.25 -2.35
C -3.53 -1.09 -2.96
F -3.22 -0.84 -4.24
C -4.62 -1.90 -2.68
F -5.36 -2.46 -3.66
C -4.91 -2.11 -1.35
F -5.97 -2.88 -1.02
C -4.15 -1.55 -0.34
F -4.60 -1.81 0.92
H 0.20 -1.87 3.73
H 1.18 -2.01 2.25
H -0.55 -2.32 2.18
H 1.38 0.40 3.77
H 0.78 1.57 2.58
H 2.90 -0.57 2.27
H 3.00 1.15 2.00
H -1.35 1.25 2.54
H -1.62 -0.08 3.69
H -3.37 -0.01 2.09
H -2.48 -1.51 1.95
C 1.70 3.56 -0.38
O 0.32 3.76 -0.76
C -0.50 2.76 -0.63
C -1.86 3.18 -1.07
H 1.79 3.70 0.70
H 2.28 4.33 -0.90
H 2.02 2.56 -0.64
H -1.98 4.26 -1.16
H -2.59 2.73 -0.40
H -2.03 2.70 -2.04
```

Properties
LUMO = 2.699 eV
orbital gap = 6.486 eV
net charge = -1

Record 3
Formula: C5H10IN2
Source: the Open Molecules 2025 dataset
Level of theory: the ωB97M-V functional and the def2-TZVPD basis

```
18
C5H10IN2 | the Open Molecules 2025 dataset | the ωB97M-V functional and the def2-TZVPD basis
C 0.81 0.31 -0.53
C -1.21 0.41 0.57
C -0.67 -1.03 0.75
C -0.20 2.47 -0.27
C 1.00 -2.30 -0.54
N -0.20 1.06 -0.10
N 0.50 -1.04 -0.08
I 2.68 0.91 -0.91
H -2.21 0.60 0.13
H -1.47 0.81 1.56
H -0.52 -1.27 1.79
H -1.32 -1.79 0.24
H 0.67 2.93 -0.78
H -1.14 2.76 -0.67
H -0.09 2.90 0.81
H 1.27 -2.89 0.41
H 2.00 -2.11 -1.14
H 0.13 -2.73 -1.24
```

Properties
LUMO = -4.427 eV
orbital gap = 8.806 eV
net charge = +1

Which M belongs to each record? In order, 757.24, 702.32, 225.05 g/mol.
Which DFT total energy belongs to each record? In order, -4304.4163, -2146.0611, -603.4191 Eh.